Entry 1:
{"formula": "C61H60N7O2Pt", "method": "ωB97M-V/def2-TZVPD", "total_charge": 1, "homo_ev": -8.7, "gap_ev": 5.042, "symbols": ["Pt", "C", "C", "N", "C", "C", "C", "C", "C", "C", "C", "N", "C", "C", "C", "C", "C", "C", "C", "C", "N", "C", "H", "H", "H", "H", "H", "H", "H", "H", "H", "H", "H", "H", "C", "C", "C", "C", "C", "C", "C", "C", "C", "C", "C", "C", "N", "C", "C", "N", "C", "C", "C", "C", "C", "C", "C", "C", "C", "C", "C", "C", "C", "C", "C", "C", "C", "C", "C", "C", "C", "C", "H", "H", "H", "H", "H", "H", "H", "H", "H", "H", "H", "H", "H", "H", "H", "H", "H", "H", "H", "H", "H", "H", "H", "H", "H", "H", "H", "H", "H", "H", "H", "H", "H", "H", "H", "H", "H", "H", "H", "H", "O", "C", "N", "C", "O", "C", "C", "C", "C", "N", "C", "H", "H", "H", "H", "H", "H", "H", "H"], "positions_angstrom": [[0.111, -0.373, 0.169], [2.423, -0.645, -3.957], [2.097, -0.435, -2.609], [1.135, -1.080, -1.987], [0.466, -2.056, -2.652], [0.711, -2.328, -4.013], [1.703, -1.566, -4.663], [0.028, -3.390, -4.655], [-0.787, -4.186, -3.909], [-1.000, -3.962, -2.532], [-0.431, -2.883, -1.874], [-0.471, -2.526, -0.566], [-0.849, -3.302, 0.479], [-1.669, -4.417, 0.557], [-1.782, -5.153, 1.756], [-1.089, -4.822, 2.884], [-0.275, -3.662, 2.871], [0.471, -3.232, 3.988], [1.235, -2.105, 3.900], [1.208, -1.363, 2.713], [0.496, -1.717, 1.665], [-0.206, -2.894, 1.698], [3.224, -0.076, -4.407], [2.663, 0.274, -2.022], [1.900, -1.744, -5.713], [0.205, -3.580, -5.706], [-1.281, -5.032, -4.369], [-1.613, -4.671, -2.005], [-2.269, -4.722, -0.282], [-2.427, -6.022, 1.762], [-1.157, -5.414, 3.787], [0.438, -3.815, 4.901], [1.835, -1.753, 4.727], [1.789, -0.463, 2.608], [1.660, 4.657, -1.419], [1.543, 3.143, -1.220], [2.893, 2.544, -0.819], [0.936, 2.475, -2.452], [1.416, 2.808, -3.712], [0.845, 2.269, -4.854], [-0.244, 1.424, -4.748], [-0.785, 1.062, -3.512], [-2.089, 0.268, -3.569], [-3.202, 1.168, -4.127], [-2.606, -0.409, -2.300], [-0.129, 1.560, -2.387], [-0.524, 1.185, -1.050], [-1.299, 2.020, -0.464], [-1.506, 1.825, 0.977], [-0.846, 0.867, 1.525], [-0.995, 0.761, 2.958], [0.005, 1.372, 3.731], [-0.127, 1.315, 5.112], [-1.212, 0.677, 5.694], [-2.201, 0.123, 4.902], [-2.135, 0.168, 3.510], [-3.317, -0.343, 2.698], [-4.638, 0.251, 3.197], [-3.413, -1.867, 2.722], [1.163, 2.125, 3.089], [2.449, 2.047, 3.914], [0.805, 3.595, 2.843], [-2.380, 2.903, 1.458], [-2.872, 3.294, 2.676], [-3.665, 4.466, 2.737], [-3.932, 5.226, 1.626], [-3.404, 4.863, 0.361], [-3.541, 5.578, -0.856], [-2.919, 5.140, -1.998], [-2.127, 3.965, -2.022], [-2.006, 3.241, -0.865], [-2.642, 3.698, 0.315], [1.932, 5.135, -0.477], [0.718, 5.090, -1.760], [2.431, 4.912, -2.147], [0.875, 2.991, -0.372], [3.583, 2.519, -1.666], [2.786, 1.530, -0.424], [3.352, 3.152, -0.036], [2.243, 3.502, -3.803], [1.240, 2.522, -5.830], [-0.710, 1.036, -5.646], [-1.911, -0.517, -4.311], [-3.453, 1.954, -3.411], [-4.104, 0.578, -4.302], [-2.920, 1.642, -5.068], [-3.162, 0.298, -1.676], [-1.832, -0.862, -1.690], [-3.299, -1.204, -2.582], [0.624, 1.774, 5.742], [-1.296, 0.631, 6.772], [-3.059, -0.339, 5.372], [-3.190, -0.028, 1.660], [-4.918, -0.161, 4.168], [-5.436, 0.001, 2.497], [-4.600, 1.337, 3.290], [-3.416, -2.237, 3.750], [-2.590, -2.336, 2.195], [-4.339, -2.191, 2.244], [1.358, 1.671, 2.111], [2.396, 2.685, 4.798], [3.294, 2.398, 3.319], [2.667, 1.032, 4.253], [0.497, 4.074, 3.775], [-0.006, 3.711, 2.126], [1.673, 4.134, 2.457], [-2.661, 2.743, 3.582], [-4.061, 4.771, 3.696], [-4.536, 6.120, 1.715], [-4.132, 6.486, -0.877], [-3.026, 5.707, -2.912], [-1.637, 3.667, -2.938], [2.618, -5.763, -3.305], [3.903, -5.716, -2.724], [3.811, -4.693, -1.712], [4.922, -4.123, -1.194], [6.046, -4.479, -1.504], [4.710, -2.998, -0.223], [5.738, -2.652, 0.643], [5.555, -1.571, 1.487], [4.365, -0.862, 1.407], [3.374, -1.170, 0.571], [3.554, -2.231, -0.213], [2.594, -6.473, -3.953], [4.677, -5.429, -3.439], [4.175, -6.679, -2.281], [2.888, -4.482, -1.369], [6.654, -3.228, 0.634], [6.320, -1.272, 2.191], [4.211, 0.009, 2.038], [2.723, -2.469, -0.865]], "forces_ev_per_angstrom": [[-1.001, -0.046, 0.164], [-0.037, -0.003, 0.023], [0.070, -0.021, 0.038], [0.344, 0.020, 0.110], [-0.035, 0.029, 0.096], [0.038, 0.019, -0.060], [0.007, 0.011, -0.028], [-0.017, 0.031, 0.031], [0.006, -0.027, 0.010], [-0.082, 0.079, 0.004], [0.241, -0.076, 0.010], [-0.387, 0.138, -0.233], [0.297, 0.060, 0.075], [-0.043, 0.043, 0.022], [0.011, -0.020, -0.040], [-0.004, 0.017, 0.005], [0.002, -0.039, 0.098], [-0.005, -0.062, -0.017], [0.022, 0.081, -0.052], [0.116, 0.021, 0.058], [0.105, -0.086, -0.013], [-0.123, 0.081, -0.050], [-0.011, 0.003, -0.007], [-0.024, 0.038, 0.005], [0.030, -0.026, 0.017], [-0.004, -0.004, 0.007], [0.002, 0.009, -0.005], [-0.068, 0.029, 0.001], [0.035, -0.043, -0.028], [-0.009, 0.011, 0.011], [-0.004, 0.002, -0.007], [-0.011, 0.013, 0.000], [0.008, -0.007, -0.004], [-0.009, 0.134, 0.030], [0.003, 0.028, -0.005], [-0.001, -0.048, -0.037], [0.009, -0.034, 0.024], [0.063, 0.034, -0.060], [-0.031, 0.007, 0.035], [0.000, -0.017, -0.002], [-0.022, 0.032, -0.012], [0.017, 0.078, -0.051], [0.002, -0.040, -0.010], [-0.002, -0.019, -0.060], [-0.037, 0.052, 0.049], [0.135, -0.088, 0.215], [-0.113, -0.170, -0.239], [-0.091, -0.040, 0.237], [-0.147, 0.034, -0.220], [0.234, 0.085, -0.087], [0.216, 0.036, -0.054], [0.012, -0.045, -0.005], [-0.001, -0.011, -0.025], [0.001, 0.008, 0.017], [0.004, -0.052, 0.000], [0.040, -0.023, 0.058], [0.022, 0.025, -0.035], [-0.015, 0.048, -0.005], [-0.058, -0.024, 0.061], [-0.004, -0.093, -0.023], [0.032, -0.025, 0.009], [0.014, 0.019, -0.006], [0.026, -0.146, 0.061], [-0.020, 0.068, 0.025], [0.026, -0.027, -0.033], [-0.008, 0.017, 0.029], [-0.001, 0.016, -0.002], [-0.002, 0.000, -0.017], [0.013, -0.037, 0.017], [-0.052, 0.059, -0.031], [0.110, -0.055, -0.027], [-0.037, 0.094, -0.001], [0.009, -0.008, -0.002], [-0.001, -0.010, 0.004], [-0.001, -0.005, 0.005], [-0.014, 0.024, 0.017], [-0.002, 0.008, 0.005], [-0.008, -0.001, -0.018], [-0.007, 0.008, -0.001], [-0.010, -0.010, -0.009], [-0.005, 0.001, 0.003], [0.017, 0.001, 0.001], [0.051, -0.041, 0.041], [0.003, -0.005, 0.008], [0.005, 0.006, 0.009], [-0.006, -0.013, 0.005], [0.031, 0.008, 0.005], [-0.018, -0.035, -0.046], [-0.031, 0.033, -0.006], [-0.014, -0.011, 0.001], [-0.003, 0.000, -0.008], [0.004, -0.004, -0.003], [0.039, -0.039, -0.033], [0.012, 0.000, 0.000], [-0.002, -0.006, 0.008], [0.003, -0.003, -0.016], [-0.023, -0.002, -0.007], [0.105, -0.046, -0.033], [0.005, 0.003, 0.006], [0.023, -0.052, 0.005], [-0.006, -0.014, 0.004], [-0.011, 0.013, -0.005], [-0.013, -0.010, -0.028], [0.009, 0.001, 0.000], [-0.008, 0.008, 0.009], [0.006, -0.012, -0.002], [-0.004, -0.007, -0.003], [-0.003, -0.002, -0.007], [0.000, -0.006, -0.005], [0.005, -0.003, 0.003], [-0.003, 0.003, 0.006], [0.007, -0.008, 0.006], [0.011, 0.027, -0.035], [-0.026, -0.012, 0.013], [0.014, 0.023, -0.023], [0.030, -0.006, 0.043], [-0.031, -0.009, 0.010], [-0.016, 0.000, -0.054], [0.012, 0.025, 0.011], [-0.013, -0.021, 0.007], [0.052, 0.044, -0.076], [0.177, 0.064, 0.060], [-0.125, -0.065, 0.119], [-0.010, -0.016, 0.019], [0.012, 0.006, 0.008], [-0.010, -0.013, 0.002], [0.013, -0.019, -0.001], [-0.002, 0.005, -0.016], [0.005, 0.005, -0.015], [-0.022, -0.004, 0.008], [-0.012, 0.042, -0.060]], "lowdin_charge": [1.255, -0.032, -0.144, 0.035, -0.169, -0.159, 0.007, -0.053, -0.074, -0.006, -0.251, -0.027, -0.244, -0.012, -0.070, -0.049, -0.162, 0.021, -0.019, -0.138, -0.045, -0.159, 0.115, 0.088, 0.125, 0.111, 0.109, 0.078, 0.090, 0.112, 0.113, 0.127, 0.115, 0.081, -0.050, -0.357, -0.054, -0.148, -0.027, -0.053, -0.036, -0.132, -0.337, -0.051, -0.058, -0.177, 0.013, -0.167, -0.157, 0.028, -0.172, -0.150, -0.021, -0.044, -0.023, -0.137, -0.351, -0.052, -0.031, -0.370, -0.068, -0.033, -0.076, 0.012, -0.032, 0.010, -0.137, 0.011, -0.033, 0.017, -0.060, -0.065, 0.081, 0.079, 0.080, 0.106, 0.090, 0.045, 0.082, 0.118, 0.114, 0.126, 0.135, 0.069, 0.089, 0.079, 0.079, 0.025, 0.095, 0.115, 0.112, 0.118, 0.123, 0.081, 0.088, 0.066, 0.093, 0.050, 0.093, 0.101, 0.083, 0.082, 0.075, 0.095, 0.062, 0.084, 0.115, 0.115, 0.123, 0.123, 0.115, 0.118, -0.036, -0.238, 0.096, -0.446, 0.078, -0.100, 0.012, -0.036, -0.142, 0.063, -0.087, 0.094, 0.130, 0.134, 0.135, 0.127, 0.109, 0.098, 0.089]}



Entry 2:
{"formula": "C14H19N3O2S", "method": "ωB97M-V/def2-TZVPD", "smiles": "CCCC(CCC)c1nnc(NC(=O)c2ccco2)s1", "homo_ev": -8.8, "gap_ev": 9.042, "symbols": ["C", "C", "C", "H", "H", "C", "C", "N", "N", "C", "N", "C", "O", "C", "C", "C", "C", "O", "H", "H", "H", "H", "S", "H", "C", "C", "C", "H", "H", "H", "H", "H", "H", "H", "H", "H", "H", "H", "H"], "positions_angstrom": [[-0.149, -2.907, 4.160], [-0.657, -2.844, 2.725], [0.433, -3.228, 1.727], [1.278, -2.541, 1.827], [0.786, -4.233, 1.961], [-0.069, -3.194, 0.280], [-0.542, -1.828, -0.067], [-1.707, -1.558, -0.533], [-1.910, -0.271, -0.797], [-0.880, 0.462, -0.530], [-0.861, 1.817, -0.722], [0.245, 2.583, -0.435], [1.262, 2.091, 0.006], [0.068, 4.012, -0.710], [-0.991, 4.743, -1.202], [-0.556, 6.082, -1.242], [0.728, 6.069, -0.775], [1.106, 4.835, -0.456], [1.441, 6.857, -0.634], [-1.117, 6.932, -1.571], [-1.956, 4.385, -1.498], [-1.709, 2.223, -1.089], [0.492, -0.409, 0.097], [-0.930, -3.859, 0.173], [1.019, -3.595, -0.731], [1.506, -5.040, -0.615], [0.403, -6.068, -0.841], [-0.109, -5.875, -1.781], [0.825, -7.069, -0.879], [-0.329, -6.042, -0.038], [1.963, -5.203, 0.362], [2.286, -5.188, -1.365], [0.619, -3.443, -1.737], [1.872, -2.923, -0.606], [-1.012, -1.834, 2.510], [-1.507, -3.520, 2.607], [-0.937, -2.632, 4.857], [0.686, -2.224, 4.298], [0.188, -3.913, 4.402]], "forces_ev_per_angstrom": [[-0.181, 0.032, -0.180], [0.295, -0.054, 0.117], [-0.485, -0.048, -0.075], [0.140, -0.037, 0.042], [0.119, -0.027, 0.023], [0.404, -0.117, -0.035], [0.436, 0.505, 0.099], [-0.227, -1.479, 0.160], [-0.318, 1.699, -0.375], [0.650, -0.745, 0.351], [-0.065, 0.436, -0.089], [-0.155, -0.013, -0.054], [0.134, 0.260, 0.011], [-0.827, 0.379, -0.356], [0.609, -0.605, 0.311], [0.547, 0.186, 0.170], [-0.735, 0.570, -0.351], [0.401, -0.510, 0.221], [0.170, 0.009, 0.060], [-0.058, 0.214, -0.052], [-0.185, -0.134, -0.047], [0.078, -0.018, 0.030], [-0.765, -0.435, -0.208], [-0.017, 0.089, 0.008], [-0.028, -0.273, 0.129], [-0.104, 0.097, -0.094], [0.235, 0.094, 0.074], [-0.111, -0.017, -0.103], [-0.049, -0.115, -0.004], [-0.145, -0.048, 0.059], [0.107, -0.020, -0.002], [0.064, -0.012, 0.076], [0.050, 0.069, -0.039], [0.011, 0.068, -0.075], [-0.080, -0.015, -0.035], [-0.063, 0.031, -0.061], [-0.014, 0.015, 0.138], [0.104, 0.061, 0.073], [0.059, -0.093, 0.085]], "nbo_charge": [-0.599, -0.395, -0.388, 0.199, 0.206, -0.290, 0.073, -0.270, -0.308, 0.191, -0.609, 0.643, -0.571, 0.138, -0.246, -0.323, 0.132, -0.353, 0.211, 0.236, 0.224, 0.423, 0.386, 0.233, -0.377, -0.394, -0.609, 0.204, 0.211, 0.200, 0.195, 0.205, 0.208, 0.203, 0.202, 0.199, 0.210, 0.202, 0.199]}



For reference, LUMO energy by record: -3.6956, 0.2121 eV.
For reference, relative energy (zero: lowest compared OMol25 entry of this formula, charge and spin) by record: 163.0, 103.4 kJ/mol.